Entry 1:
Molecular formula: C5H16IO5
Method: DFT, the ωB97M-V functional and the def2-TZVPD basis

Each line ends with the Löwdin charge.
Element x y z (Å)
I 15.721 -5.955 11.329  -0.99
C 11.133 -8.508 8.066  -0.14
O 12.095 -7.628 7.395  -0.14
H 11.467 -9.543 7.993  0.07
H 11.099 -8.333 9.142  0.07
H 10.159 -8.156 7.725  0.07
H 12.882 -7.565 7.942  0.07
C 11.818 -10.163 15.257  -0.19
C 11.354 -10.449 16.743  -0.25
O 11.045 -9.261 17.434  -0.06
O 13.260 -9.846 15.108  -0.08
H 11.098 -9.434 14.885  0.11
H 11.694 -11.032 14.611  0.10
H 12.130 -11.089 17.163  0.11
H 10.448 -11.054 16.754  0.11
H 11.882 -8.853 17.670  0.09
H 13.326 -9.047 14.579  0.08
C 19.254 -0.926 12.788  -0.21
C 20.106 -2.044 13.443  -0.26
O 19.395 -2.625 14.499  -0.06
O 20.080 0.094 12.149  -0.08
H 18.546 -0.655 13.570  0.11
H 18.628 -1.363 12.010  0.11
H 21.119 -1.818 13.776  0.12
H 20.345 -2.738 12.637  0.11
H 18.728 -3.230 14.166  0.10
H 19.521 0.707 11.666  0.07

net charge = -1
highest occupied orbital energy = -3.669 eV
HOMO-LUMO gap = 6.341 eV
lowest unoccupied orbital energy = 2.67 eV

***

Entry 2:
Molecular formula: C5H16IO5
Method: DFT, the ωB97M-V functional and the def2-TZVPD basis

Each line ends with the Löwdin charge.
Element x y z (Å)
I 0.597 -0.032 -0.921  0.06
C 3.240 -2.853 0.588  -0.15
O 3.599 -1.483 0.249  -0.20
H 2.906 -3.388 -0.301  0.07
H 4.103 -3.321 1.061  0.06
H 2.467 -2.850 1.357  0.06
H 2.817 -1.044 -0.093  -0.14
C -0.479 4.341 -1.781  -0.27
C -1.284 3.624 -2.842  -0.20
O -1.939 2.374 -2.345  -0.14
O 0.814 3.784 -1.837  -0.10
H -0.940 4.234 -0.799  0.12
H -0.442 5.409 -1.999  0.11
H -0.661 3.319 -3.682  0.12
H -2.116 4.289 -3.074  0.10
H -1.251 1.773 -2.051  -0.08
H 0.787 2.955 -1.353  -0.01
C -0.747 -2.235 2.666  -0.23
C -2.048 -2.444 1.837  -0.25
O -1.621 -2.807 0.546  -0.11
O -0.322 -0.853 2.640  -0.12
H 0.002 -2.970 2.372  0.10
H -1.006 -2.412 3.710  0.10
H -2.613 -1.515 1.752  0.11
H -2.754 -3.144 2.284  0.11
H -0.947 -2.177 0.283  -0.04
H -0.159 -0.575 1.736  -0.06

net charge = -1
highest occupied orbital energy = -5.053 eV
HOMO-LUMO gap = 8.459 eV
lowest unoccupied orbital energy = 3.41 eV

***

Entry 3:
Molecular formula: C5H16N
Method: DFT, the ωB97M-V functional and the def2-TZVPD basis

Each line ends with the Löwdin charge.
Element x y z (Å)
C -1.999 0.850 0.233  -0.26
C -2.779 2.020 -0.322  -0.12
C -1.060 0.948 1.518  -0.08
H -2.887 0.448 0.832  0.12
H -1.560 0.164 -0.428  0.07
H -2.318 2.920 -0.798  0.09
H -1.454 0.284 2.335  0.10
H 0.001 0.647 1.258  0.02
H -0.855 1.879 1.963  0.06
H -3.408 1.645 -1.155  0.09
H -3.382 2.236 0.461  0.03
C 1.839 -1.836 -0.358  -0.17
C 1.963 -1.318 -1.838  -0.06
N 1.879 -0.650 0.651  0.13
H 0.903 -2.466 -0.147  0.14
H 2.447 -2.728 -0.099  0.12
H 1.072 -0.935 -2.185  0.04
H 2.156 -2.149 -2.556  0.11
H 2.394 -0.743 1.549  0.17
H 2.337 0.162 0.046  0.21
H 0.913 -0.280 0.984  0.11
H 2.706 -0.518 -2.011  0.09

net charge = +1
highest occupied orbital energy = -14.022 eV
HOMO-LUMO gap = 10.503 eV
lowest unoccupied orbital energy = -3.52 eV

***

Entry 4:
Molecular formula: C5H16N2
Method: DFT, the ωB97M-V functional and the def2-TZVPD basis

Each line ends with the Löwdin charge.
Element x y z (Å)
C -1.846 -1.363 -0.963  -0.12
N -0.843 -0.323 -0.857  -0.35
C 0.412 -0.768 -1.425  -0.12
C -1.304 0.906 -1.472  -0.12
H -1.492 -2.254 -0.445  0.08
H -2.768 -1.023 -0.480  0.08
H -2.073 -1.632 -2.011  0.09
H 0.799 -1.591 -0.827  0.08
H 0.310 -1.116 -2.468  0.09
H 1.134 0.037 -1.402  0.07
H -1.497 0.792 -2.544  0.08
H -2.220 1.225 -0.991  0.08
H -0.558 1.685 -1.342  0.07
C 2.335 0.417 1.772  -0.11
C 0.956 1.023 1.549  -0.37
N -0.066 0.201 2.183  -0.02
H 3.097 1.021 1.283  0.07
H 2.373 -0.594 1.360  0.06
H 2.554 0.362 2.840  0.07
H 0.913 2.015 2.019  0.11
H 0.788 1.156 0.472  0.06
H -0.018 -0.741 1.801  0.05
H -0.986 0.566 1.947  0.06

highest occupied orbital energy = -8.565 eV
HOMO-LUMO gap = 9.513 eV
lowest unoccupied orbital energy = 0.95 eV
SMILES = CN(C)C.CCN

***

Entry 5:
Molecular formula: C5H16N2O
Method: DFT, the ωB97M-V functional and the def2-TZVPD basis

Each line ends with the Löwdin charge.
Element x y z (Å)
C -2.061 0.227 1.594  -0.25
N -0.783 0.598 0.953  -0.10
C -0.172 -0.480 0.183  -0.44
C 1.209 0.074 -0.237  -0.21
C 2.110 -1.065 -0.776  -0.34
N 2.316 -2.106 0.213  -0.01
C -0.976 -1.065 -0.969  -0.11
H -1.743 -0.200 2.560  0.06
H -2.561 1.151 1.901  0.03
H -2.817 -0.406 1.131  0.05
H -0.979 1.450 0.435  0.03
H 0.021 -1.325 0.851  0.12
H 1.169 0.846 -1.006  0.08
H 1.701 0.518 0.626  0.09
H 1.764 -1.499 -1.723  0.09
H 3.003 -0.557 -1.205  0.09
H 2.547 -1.698 1.122  0.07
H 3.101 -2.677 -0.044  0.05
H -2.033 -1.082 -0.717  0.04
H -0.647 -2.107 -1.079  0.07
H -0.845 -0.646 -1.970  0.06
H -0.644 4.517 -0.193  -0.08
H -1.460 3.300 -0.751  -0.07
O -1.220 4.235 -0.900  -0.29

net charge = -1
2S+1 = 2
highest occupied orbital energy (alpha / beta) = 1.009 / -5.209 eV
<S²> = 0.750
HOMO-LUMO gap (alpha / beta) = 2.501 / 8.619 eV
lowest unoccupied orbital energy (alpha / beta) = 3.51 / 3.41 eV

***

Entry 6:
Molecular formula: C5H16N2O
Method: DFT, the ωB97M-V functional and the def2-TZVPD basis

Each line ends with the Löwdin charge.
Element x y z (Å)
C -1.294 -2.138 0.497  -0.18
C -0.821 -0.946 -0.368  -0.50
C -0.767 0.478 0.255  -0.21
C 0.124 0.372 1.534  -0.21
C 1.654 0.472 1.245  -0.25
N 2.153 1.820 0.590  -0.02
N -1.661 -0.769 -1.638  -0.04
H -1.608 -2.937 -0.150  0.02
H -2.221 -1.923 1.083  0.07
H -0.479 -2.675 1.018  0.05
H 0.146 -1.251 -0.777  0.07
H -1.699 0.933 0.443  0.07
H -0.284 1.143 -0.543  0.08
H -0.327 1.064 2.256  0.09
H -0.042 -0.596 2.027  0.08
H 2.022 -0.383 0.677  0.08
H 2.297 0.342 2.070  0.06
H 1.801 2.614 1.150  0.05
H 2.013 1.911 -0.393  -0.03
H -1.614 -1.605 -2.192  -0.02
H -2.635 -0.403 -1.581  0.04
H 1.651 1.365 -2.882  -0.04
H 0.400 1.313 -2.120  -0.05
O 1.190 1.799 -2.200  -0.20

net charge = -1
2S+1 = 2
highest occupied orbital energy (alpha / beta) = 1.216 / -5.519 eV
<S²> = 0.750
HOMO-LUMO gap (alpha / beta) = 2.586 / 9.251 eV
lowest unoccupied orbital energy (alpha / beta) = 3.80 / 3.73 eV

***

Entry 7:
Molecular formula: C5H16N2O
Method: DFT, the ωB97M-V functional and the def2-TZVPD basis

Each line ends with the Löwdin charge.
Element x y z (Å)
C -0.687 -0.796 -1.290  -0.08
N 0.544 -0.975 -0.577  -0.02
C 0.852 1.458 -0.095  -0.03
C 0.751 -0.002 0.451  -0.38
C -0.382 -0.226 1.434  -0.28
N -1.574 0.420 1.213  0.01
C -2.596 0.036 2.131  -0.14
H -1.412 -0.274 -0.648  0.07
H -0.533 -0.253 -2.228  0.11
H -1.115 -1.757 -1.591  0.09
H 1.411 -1.057 -1.235  0.07
H 1.759 1.879 0.328  0.08
H -0.017 2.008 0.254  0.06
H 0.940 1.483 -1.172  0.04
H 1.641 -0.288 1.012  0.14
H 1.838 1.710 -3.648  0.00
H 0.003 -0.092 2.459  0.17
H -0.526 -1.352 1.386  0.16
H -3.565 0.349 1.730  0.08
H -2.570 0.496 3.125  0.10
H -2.710 -1.051 2.266  0.09
H 2.287 2.293 -3.779  0.02
H 3.212 -0.699 -2.153  -0.05
O 2.405 -0.203 -1.970  -0.33

highest occupied orbital energy = -7.852 eV
HOMO-LUMO gap = 4.593 eV
lowest unoccupied orbital energy = -3.26 eV

***

Entry 8:
Molecular formula: C5H16N2O
Method: DFT, the ωB97M-V functional and the def2-TZVPD basis

Each line ends with the Löwdin charge.
Element x y z (Å)
N 0.095 -2.024 -0.783  0.10
C -0.243 -1.099 -1.843  -0.25
C -1.181 0.025 -1.525  -0.26
N -1.062 0.640 -0.223  -0.07
C 0.212 1.298 0.006  -0.28
C 0.634 1.454 1.486  -0.23
C 2.128 1.700 1.445  -0.12
H 0.963 -2.511 -0.888  0.10
H -0.271 -2.001 0.293  0.01
H 0.839 -0.892 -1.487  0.09
H -0.626 -1.594 -2.729  0.13
H -1.131 0.748 -2.350  0.12
H -2.178 -0.439 -1.486  0.13
H -1.159 -0.176 0.445  0.07
H 0.285 2.232 -0.561  0.12
H 0.992 0.685 -0.437  0.04
H 0.310 0.569 2.027  0.09
H 0.074 2.321 1.869  0.11
H 2.669 2.122 2.304  0.08
H 2.224 2.433 0.634  0.07
H 2.596 0.784 1.077  0.07
H 1.282 0.173 -2.348  0.27
H -1.885 -1.740 1.363  -0.04
O -0.932 -1.678 1.465  -0.36

highest occupied orbital energy = -8.361 eV
HOMO-LUMO gap = 5.988 eV
lowest unoccupied orbital energy = -2.37 eV

***

Entry 9:
Molecular formula: C5H16N2O
Method: DFT, the ωB97M-V functional and the def2-TZVPD basis

Each line ends with the Löwdin charge.
Element x y z (Å)
C -0.921 -2.114 -0.946  -0.09
C -0.484 -0.743 -1.443  -0.40
C 0.750 -0.925 -2.359  -0.08
C -0.168 0.246 -0.317  -0.37
N -1.502 0.462 0.386  0.05
C 0.823 -0.185 0.724  -0.26
N 1.113 0.889 1.683  0.00
H -1.948 -2.123 -0.563  0.08
H -0.903 -2.818 -1.789  0.08
H -0.275 -2.598 -0.210  0.08
H -1.298 -0.298 -2.003  0.13
H 0.977 0.076 -2.737  0.08
H 1.568 -1.479 -1.904  0.07
H 0.483 -1.499 -3.251  0.07
H 0.117 1.209 -0.756  0.14
H -1.308 1.169 1.083  0.04
H -1.730 -0.396 0.867  0.05
H 0.333 -0.944 1.330  0.11
H 1.732 -0.620 0.262  0.12
H 1.795 0.557 2.344  0.07
H 1.402 1.792 1.315  0.07
O 0.100 3.431 3.009  -0.05
H -0.165 2.741 2.424  -0.03
H -0.491 4.169 2.852  0.03

highest occupied orbital energy = -9.383 eV
HOMO-LUMO gap = 10.306 eV
lowest unoccupied orbital energy = 0.92 eV
SMILES = CC(C)[C@@H](N)CN.O

***

Entry 10:
Molecular formula: C5H16N2OP
Method: DFT, the ωB97M-V functional and the def2-TZVPD basis

Each line ends with the Löwdin charge.
Element x y z (Å)
C 3.147 0.279 0.380  -0.06
C 0.216 -1.761 -0.081  -0.07
C -1.593 1.368 0.228  -0.16
C 2.340 0.607 -0.924  -0.26
C 0.279 -0.817 -1.195  -0.29
N -3.900 -0.602 1.144  0.01
N 0.936 0.416 -0.867  -0.25
O 0.984 2.325 0.989  -0.19
P 0.218 1.410 0.226  0.90
H 4.103 0.780 0.256  0.09
H 2.554 0.751 1.141  0.04
H 3.371 -0.780 0.452  0.08
H -0.775 -1.564 0.398  0.09
H 0.306 -2.830 -0.264  0.10
H 0.948 -1.396 0.641  0.08
H -1.934 1.261 -0.914  0.12
H -1.976 2.449 0.591  0.13
H -1.961 0.654 0.924  -0.01
H 2.449 1.629 -1.317  0.13
H 2.896 -0.068 -1.696  0.16
H 0.958 -1.292 -2.031  0.17
H -0.650 -0.676 -1.665  0.10
H -4.182 -0.456 2.108  0.03
H -4.588 -0.125 0.541  0.04
H -4.146 -1.563 0.935  0.02

net charge = +1
highest occupied orbital energy = -14.006 eV
HOMO-LUMO gap = 9.401 eV
lowest unoccupied orbital energy = -4.61 eV

***

Entry 11:
Molecular formula: C5H16N3
Method: DFT, the ωB97M-V functional and the def2-TZVPD basis

Each line ends with the Löwdin charge.
Element x y z (Å)
N -1.447 2.140 -1.208  -0.02
C -0.447 1.213 -1.724  -0.27
C -0.883 -0.274 -1.808  -0.19
C -0.194 -1.372 -1.042  -0.19
N -0.233 -0.990 0.403  -0.07
C 0.915 -1.448 1.195  -0.20
C 1.190 -0.447 2.295  -0.10
N 1.111 0.946 1.665  0.18
H -2.268 2.101 -1.803  0.07
H -1.795 2.030 -0.268  0.06
H 0.395 1.319 -1.032  0.08
H -0.163 1.605 -2.693  0.11
H -0.993 -0.513 -2.870  0.12
H -1.943 -0.186 -1.554  0.11
H -0.482 -2.375 -1.339  0.13
H 0.850 -1.283 -1.276  0.10
H -1.019 -1.494 0.805  0.13
H 1.780 -1.621 0.573  0.12
H 0.682 -2.391 1.696  0.14
H 0.424 -0.415 3.063  0.13
H 2.141 -0.504 2.814  0.13
H 0.629 0.779 0.755  0.10
H 2.049 1.306 1.521  0.17
H 0.454 1.612 2.070  0.17

net charge = +1
highest occupied orbital energy = -12.378 eV
HOMO-LUMO gap = 9.070 eV
lowest unoccupied orbital energy = -3.31 eV
SMILES = NCCCNCC[NH3+]

***

Entry 12:
Molecular formula: C5H16N3
Method: DFT, the ωB97M-V functional and the def2-TZVPD basis

Each line ends with the Löwdin charge.
Element x y z (Å)
C -0.942 -0.844 0.922  -0.20
C -1.774 0.278 0.259  -0.10
C 1.191 0.153 1.537  -0.36
N -0.003 -0.438 1.984  0.06
N 1.844 -0.407 0.452  0.16
N 1.841 1.251 2.035  0.17
H -1.648 -1.559 1.488  0.15
H -0.313 -1.332 0.057  0.11
H -2.628 0.636 0.846  0.08
H -2.142 0.121 -0.735  0.02
H -0.423 0.025 2.821  0.17
H 1.584 -1.320 -0.006  0.15
H 2.299 0.298 -0.138  0.13
H 1.266 1.953 2.667  0.19
H 2.780 1.522 1.769  0.13
H -1.491 1.323 0.067  0.09
C -1.421 -0.646 -2.814  -0.13
C -0.357 0.392 -3.432  -0.14
H -0.934 -0.920 -1.867  0.01
H -2.404 -0.189 -2.669  0.06
H -1.394 -1.472 -3.672  0.12
H 0.033 1.027 -2.706  0.02
H 0.506 0.151 -3.987  0.05
H -1.043 0.898 -4.067  0.05

net charge = +1
highest occupied orbital energy = -13.904 eV
HOMO-LUMO gap = 10.522 eV
lowest unoccupied orbital energy = -3.38 eV

***

Computed values of F_max (unit: eV/A) for the preceding records, in sequence: 2.19; 2.57; 4.27; 0.30; 2.27; 3.63; 1.99; 3.19; 2.42; 5.27; 2.45; 4.31.
Computed values of relative energy (zero: lowest compared OMol25 entry of this formula, charge and spin) (unit: kcal per mole) for the preceding records, in sequence: 46.75; 10.73; 54.67; 18.16; 9.94; 21.54; 181.34; 186.06; 10.68; 5.29; 47.68; 65.38.